[1]
31
Properties=species:S:1:pos:R:3:forces:R:3 method="wB97M-V/def2-TZVPD" total_charge=+4 lumo_energy_ev="-13.681 / -15.795" multiplicity=5 e_homo_ev="-22.3 / -22.4"
Os -1.30131 0.22450 0.59603 -0.4 -0.1 -0.1
Br -5.47519 2.93811 1.06240 -0.1 0.2 -0.2
C -5.25928 1.62799 2.22603 -0.6 0.1 0.3
Br -2.92805 0.68655 2.36463 0.4 -0.2 -0.1
H -5.66049 0.64611 2.00158 0.1 0.0 -0.1
H -5.09179 1.91807 3.25786 0.0 -0.1 0.1
Cl -3.15777 -0.08218 -0.84056 0.3 0.1 0.2
C -3.33325 -0.17671 -3.05161 -0.2 0.0 -0.1
Cl -1.91943 -0.51780 -3.81530 0.1 0.0 -0.1
H -3.69086 0.84411 -3.12078 0.0 0.0 0.0
H -4.04982 -0.98725 -2.97064 0.0 0.0 0.0
C 1.71476 -0.49197 3.57509 0.0 0.0 0.0
S 1.55547 0.50259 2.11730 0.0 0.0 -0.1
C 1.99987 2.10622 2.72804 0.0 0.1 0.0
O -0.06113 0.65320 1.99952 0.4 0.0 0.0
H 2.79028 -0.57844 3.75806 0.0 0.0 0.0
H 1.30393 -1.47680 3.36040 0.0 0.0 0.1
H 1.21466 0.00172 4.40732 0.0 -0.1 0.0
H 3.07340 2.05567 2.93567 0.0 0.0 0.0
H 1.43421 2.31556 3.63535 0.0 0.1 0.0
H 1.81335 2.83440 1.93998 0.0 0.0 0.0
N 2.94599 -2.88984 -3.06395 0.0 -0.1 0.0
C 2.72148 -1.60195 -3.01301 -0.3 0.0 0.3
N 3.35672 -0.71051 -3.72827 0.1 0.1 -0.1
N 1.73994 -1.16044 -2.14047 0.6 -0.2 -0.5
C 0.90817 -0.77096 -1.39835 -0.9 0.3 0.8
N 0.03416 -0.38313 -0.62017 0.5 -0.1 -0.6
H 3.65392 -3.28092 -3.67764 0.0 0.0 0.0
H 2.42684 -3.54154 -2.49189 0.0 0.0 0.0
H 4.08531 -0.98107 -4.38145 0.0 0.0 0.0
H 3.15590 0.27671 -3.65117 0.0 0.0 0.0



[2]
49
Properties=species:S:1:pos:R:3:forces:R:3 method="wB97M-V/def2-TZVPD" total_charge=0 lumo_energy_ev=0.041 smiles=NCCCNCO.O.O.O.O.O.O.O.O.O.O e_above_lowest_kj_mol=132.90 multiplicity=1 e_homo_ev=-9.1
N -2.69715 -0.19223 0.15502 1.2 -1.0 1.6
C -1.26009 -0.51913 0.07866 -0.1 -0.8 2.2
C -0.39268 0.48770 0.90166 -0.7 -0.2 -0.6
C 0.19406 1.55840 0.00676 0.9 2.4 0.1
N 1.43728 1.07683 -0.65849 -1.0 -1.7 0.2
C 1.71943 1.69310 -1.97189 0.9 -1.5 0.1
O 1.77740 0.66928 -2.95055 0.4 -0.8 -0.6
H -3.10484 -0.49661 -0.67788 -1.0 -0.4 -1.4
H -2.83287 0.78457 0.24303 -0.2 1.1 -0.1
H -0.92656 -0.53816 -0.93633 0.3 0.0 -0.6
H -1.12970 -1.57116 0.51559 -0.2 1.5 -0.8
H 0.41229 -0.04812 1.39929 0.1 0.0 0.1
H -1.00516 0.95716 1.67933 0.2 -0.2 -0.2
H -0.58509 1.91936 -0.76591 1.1 -0.4 1.2
H 0.56261 2.50027 0.64654 -1.3 -1.8 -1.3
H 1.38851 -0.01554 -0.71270 0.1 2.8 -0.4
H 0.95703 2.39586 -2.32795 0.0 -0.1 0.5
H 2.70967 2.17886 -1.94636 -0.4 0.1 0.1
H 2.44214 -0.07209 -2.71034 -0.6 1.2 0.2
O 0.39192 -2.39320 2.02191 -2.4 -1.6 -1.2
H 1.14746 -1.96238 2.31332 2.3 1.3 1.1
H 0.51157 -2.41857 1.06023 -0.2 -0.1 0.1
O -0.31867 -0.94066 -3.08392 -1.0 -1.3 -0.9
H -0.35588 -1.19582 -4.02230 0.0 0.1 0.5
H 0.42130 -0.33591 -3.02192 1.3 1.3 -0.1
O -2.47507 2.78102 0.64450 0.1 0.1 -0.5
H -2.55992 2.49068 1.56292 0.1 -0.4 0.6
H -3.04995 3.53874 0.63371 -0.3 0.6 -0.3
O 0.79534 -2.43333 -1.18374 0.6 -0.8 1.0
H 0.82061 -3.37501 -1.39843 -0.2 0.2 -0.1
H 0.31388 -1.96433 -1.87306 -0.6 0.0 -0.7
O -2.65178 0.35318 -2.68648 0.1 -0.5 -0.5
H -1.78298 -0.08800 -2.76547 -0.4 -0.1 -0.2
H -2.42095 1.13693 -2.20513 -0.1 0.8 0.4
O -2.57943 -0.92746 2.89286 0.4 -0.4 -1.2
H -2.89283 -0.92326 1.92718 0.4 0.2 1.0
H -1.66047 -1.26887 2.81503 -0.7 0.1 0.1
O -2.74770 1.73284 3.09406 -0.5 0.3 0.5
H -3.59102 1.85386 3.55580 0.3 0.1 -0.1
H -2.64442 0.75668 3.06260 0.1 -0.3 0.0
O 3.14701 -1.33490 -1.85366 0.3 0.0 -0.9
H 2.36839 -1.84156 -1.58786 -0.2 -0.3 0.1
H 3.55329 -1.04949 -1.02412 0.3 0.2 0.5
O 3.82156 -0.20228 0.50233 0.2 1.7 -1.4
H 3.26872 0.59669 0.25040 0.5 -1.1 0.3
H 3.35598 -0.58091 1.23477 -0.5 -0.4 0.8
O 2.56959 -1.01877 2.71204 0.1 -0.4 0.0
H 3.19592 -1.51542 3.23516 0.3 -0.3 0.3
H 2.38229 -0.23886 3.21980 -0.2 0.7 0.4



| no. | maximum force (Eh/bohr) |
| --- | --- |
| 1 | 0.0232 |
| 2 | 0.0609 |